No. 1
This record from OMol25 describes a cluster of 2 separate species, C8H19NO in total. The level of theory is the ωB97M-V functional and the def2-TZVPD basis.

Each line ends with the Löwdin charge.
Atoms and positions in Å:
C 0.3210 -1.0638 2.1023  -0.313
C -0.9301 -1.2004 2.9313  -0.131
C 1.7241 -1.5045 2.6368  -0.091
H 0.1107 -1.8319 1.3314  0.096
H 0.5537 -0.0818 1.5879  0.085
H -1.1588 -2.1985 3.2668  0.063
H 1.7912 -1.6582 3.6713  0.046
H -1.8411 -0.8344 2.4480  0.062
H -0.9235 -0.7289 3.9424  0.079
H 1.9454 -2.4666 2.1393  0.074
H 2.4349 -0.8188 2.2425  0.051
C -0.2814 1.1369 -0.5536  -0.216
C -1.8260 1.2242 -0.3208  -0.075
C -0.4006 2.3279 -2.5586  -0.105
C 1.0207 -1.1749 -1.9701  0.010
C 0.6138 0.0523 -2.7428  -0.520
O 0.9283 0.2235 -3.8913  0.066
N -0.2400 0.9540 -2.1100  -0.103
H 0.4474 1.8966 -0.2571  0.119
H -0.0031 0.1695 0.0013  0.053
H -2.1527 0.2380 -0.8584  0.124
H -2.0226 2.2923 -0.7513  0.091
H -1.3881 2.4381 -3.0772  0.115
H 2.0080 -1.4943 -2.2344  0.075
H -2.1109 1.1569 0.7071  0.037
H -0.6872 2.9762 -1.7807  0.023
H 0.5811 2.8820 -2.7519  0.131
H 1.1255 -0.8848 -0.9215  0.049
H 0.3605 -2.0265 -2.2287  0.106

## Properties
Orbital gap ... 10.01 eV
SMILES string ... CCN(C)C(C)=O.CCC
HOMO level ... -9.26 eV
DFT total energy ... -446.10413 Ha
Total charge ... 0
ΔE to the lowest compared entry with this formula, charge and spin ... 3.499 eV
LUMO level ... 0.753 eV

---

No. 2
This record from OMol25 describes a structure of composition C24H10N6O6Os. The level of theory is the ωB97M-V functional and the def2-TZVPD basis.

Each line ends with the Löwdin charge.
Atoms and positions in Å:
Os 0.2342 -0.1157 -0.0884  1.668
N 7.3479 7.2943 0.2511  0.166
C 6.5287 6.4905 0.2025  -0.176
C 5.5039 5.4784 0.1428  -0.222
C 5.2346 4.6996 1.2643  -0.006
C 4.2676 3.7108 1.1954  -0.002
C 3.5615 3.5053 0.0149  -0.199
C 3.8250 4.2949 -1.0995  -0.006
C 4.7981 5.2773 -1.0405  -0.007
C 2.5490 2.4138 -0.0753  -0.035
C 3.0317 1.1201 -0.2238  -0.234
C 4.3842 0.7101 -0.3208  0.015
C 4.3857 -0.6225 -0.6682  -0.037
C 3.0396 -1.0042 -0.7791  -0.119
N 2.2228 0.0155 -0.4937  -0.121
C 1.2046 2.7973 -0.1017  -0.237
C 0.6943 4.1103 -0.0189  0.009
C -0.6814 4.0245 -0.1156  -0.042
C -0.9821 2.6653 -0.2497  -0.110
N 0.1320 1.9176 -0.2333  -0.128
H 5.7823 4.8702 2.1809  0.125
H 4.0582 3.0940 2.0603  0.133
H 3.2785 4.1254 -2.0185  0.132
H 5.0149 5.8888 -1.9055  0.125
H 5.2398 1.3457 -0.1577  0.122
H 5.2366 -1.2638 -0.8256  0.108
H 2.6471 -1.9560 -1.1018  0.107
H 1.2900 5.0011 0.0996  0.121
H -1.3957 4.8306 -0.0922  0.106
H -1.9514 2.2063 -0.3700  0.117
O -4.0329 0.1333 4.4396  0.196
C -3.2170 0.0666 3.5761  -0.217
C -1.6782 0.1162 3.7693  -0.240
O -1.0877 0.1917 4.8053  0.175
C -1.1053 0.0399 2.3833  -0.264
C -2.1458 -0.1090 1.4277  -0.289
O -1.8306 -0.2211 0.2164  -0.101
C -3.4938 -0.0684 2.0590  -0.248
O -4.5620 -0.1028 1.5204  0.170
O 0.1020 0.0994 2.0294  -0.020
O 0.2303 -2.0901 0.1083  -0.341
N 1.1042 -2.6806 0.9278  0.031
C 1.3294 -3.9048 0.6021  -0.296
C 0.7588 -4.5175 -0.5721  -0.156
N 0.3119 -4.9730 -1.5262  0.197
C 2.2440 -4.6592 1.4165  -0.153
N 2.9890 -5.2770 2.0334  0.183

## Properties
Orbital gap (alpha / beta) ... 5.12 / 5.34 eV
HOMO level (alpha / beta) ... -8.96 / -9.02 eV
DFT total energy ... -1791.03057 Ha
Total charge ... 0
ΔE to the lowest compared entry with this formula, charge and spin ... 0.000 eV
LUMO level (alpha / beta) ... -3.835 / -3.682 eV

---

No. 3
This record from OMol25 describes the molecule C9H16NP. The level of theory is the ωB97M-V functional and the def2-TZVPD basis.

Each line ends with the Löwdin charge.
Atoms and positions in Å:
C 0.8076 0.7818 -1.6453  0.075
C -1.8753 -0.3737 0.4834  -0.224
C 0.2454 0.2645 -0.5181  -0.316
C -1.1443 0.4828 -0.2399  -0.427
C -3.2959 -0.2786 0.8032  -0.154
C 2.3651 1.3375 1.1858  -0.105
C 1.2118 -2.0869 -0.1199  -0.061
C 2.3948 -0.0171 0.6074  -0.296
C 1.0515 -0.6557 0.4021  -0.379
N -2.7487 1.2719 -2.2433  -0.287
P -2.2247 1.8104 -0.8946  0.864
H 1.7960 0.4076 -1.8885  0.062
H 0.3775 1.4028 -2.4397  0.062
H -1.4805 -1.2202 1.0236  0.102
H -3.3960 -0.2918 1.9111  0.093
H -3.8991 0.4967 0.2466  0.038
H -3.7430 -1.2090 0.2999  0.113
H 1.5715 1.8660 0.7978  0.031
H 2.1915 1.3227 2.2289  0.061
H 3.3517 1.9659 1.0813  0.123
H 1.7150 -2.3490 -1.1056  0.111
H 1.4049 -2.6971 0.6860  0.042
H 0.1459 -2.3480 -0.4129  0.091
H 2.9305 -0.7244 1.3244  0.128
H 3.0630 -0.3225 -0.2762  0.131
H 0.5850 -0.7626 1.4185  0.148
H -3.4011 1.9259 -2.7161  -0.025

## Properties
Orbital gap ... 8.63 eV
SMILES string ... [H]/N=P/C(=C\C)C(=C)[C@@H](C)CC
HOMO level ... -8.41 eV
DFT total energy ... -748.51315 Ha
Total charge ... 0
ΔE to the lowest compared entry with this formula, charge and spin ... 1.679 eV
LUMO level ... 0.218 eV

---

No. 4
This record from OMol25 describes a structure of composition C36H40MoP2. The level of theory is the ωB97M-V functional and the def2-TZVPD basis.

Each line ends with the Löwdin charge.
Atoms and positions in Å:
Mo -1.4971 0.5524 -0.9095  1.397
C -2.6748 0.9500 -3.0215  -0.132
C -2.2153 -0.3578 -2.6364  -0.340
C -1.1282 -1.2775 -3.1757  -0.172
C 0.1338 -0.3813 -3.2084  -0.176
C 0.2516 0.4625 -1.9172  -0.366
C -0.2358 1.8659 -1.8918  -0.313
C -0.6209 2.5952 -3.1431  -0.190
C -1.8757 1.9832 -3.9119  -0.104
C 1.2874 -0.2388 2.4463  -0.224
H -3.7798 1.0352 -3.2369  0.168
H -3.0159 -0.9021 -2.1057  0.107
H -1.3028 -1.8180 -4.1416  0.133
H -0.9679 -2.0349 -2.3819  0.078
H 1.0512 -0.9946 -3.2824  0.117
H 0.1115 0.3091 -4.0819  0.109
H 1.2222 0.3227 -1.4976  0.050
H 0.0345 2.4885 -0.9992  0.117
H 0.2842 2.5890 -3.7877  0.129
H -0.9074 3.6372 -2.8861  0.104
H -2.6067 2.7840 -4.1397  0.117
H -1.5183 1.6653 -4.9196  0.132
H 0.6713 0.2743 1.7126  -0.037
H 1.4049 0.5551 3.2065  0.085
H 0.6548 -1.1071 2.6732  0.047
P -1.0050 -1.5614 0.8164  1.030
P 2.6185 -0.4291 1.2982  1.025
C 0.5748 -2.1869 0.1589  -0.321
C 1.7875 -1.5107 0.0884  -0.256
C -2.1542 -2.8745 1.2133  -0.459
C -2.6346 -3.7370 0.2011  -0.105
C -3.6417 -4.6788 0.4919  -0.060
C -4.1642 -4.7744 1.7911  -0.053
C -3.6830 -3.9414 2.8215  -0.061
C -2.6789 -3.0107 2.5389  -0.096
C -3.2015 1.5420 -1.2538  -0.313
C -2.7708 2.8820 -0.9619  -0.092
C -3.3140 3.6488 0.0933  -0.036
C -4.4468 3.1374 0.7309  -0.038
C -4.7310 1.7562 0.6632  -0.030
C -3.9543 0.9049 -0.1766  -0.088
C 4.1041 -1.2992 1.8751  -0.305
C 3.8845 -2.5833 2.4132  -0.087
C 4.9493 -3.4552 2.6385  -0.048
C 6.2643 -3.0210 2.3928  -0.036
C 6.5002 -1.7196 1.9257  -0.047
C 5.4254 -0.8555 1.7006  -0.064
C 2.9531 1.2747 0.7025  -0.292
C 2.6335 2.4195 1.4690  -0.084
C 2.8730 3.7423 1.0572  -0.050
C 3.5260 3.9621 -0.1817  -0.048
C 3.9096 2.8537 -0.9697  -0.053
C 3.5753 1.5517 -0.5436  -0.092
H 0.3699 -3.0651 -0.4994  0.091
H 2.4848 -2.0609 -0.5598  0.094
H -2.2017 -3.6986 -0.7987  0.094
H -4.0417 -5.3391 -0.3042  0.124
H -4.9924 -5.4724 2.0007  0.124
H -4.1234 -4.0222 3.8215  0.119
H -2.2742 -2.3860 3.3363  0.100
H -2.3743 3.4635 -1.8410  0.117
H -3.1086 4.7225 0.0054  0.132
H -5.1213 3.8402 1.2240  0.129
H -5.5614 1.3836 1.2810  0.132
H -3.8678 -0.1796 -0.0023  0.107
H 2.8469 -2.8817 2.5997  0.110
H 4.7450 -4.4766 2.9929  0.124
H 7.0964 -3.7041 2.5578  0.121
H 7.5209 -1.3830 1.7314  0.121
H 5.5686 0.1753 1.3711  0.109
H 2.2082 2.3121 2.4619  0.096
H 2.5858 4.6267 1.6681  0.127
H 3.7622 4.9939 -0.5028  0.123
H 4.5195 3.0338 -1.8903  0.130
H 3.8385 0.7358 -1.2089  0.110
C -1.3691 1.3991 1.4578  -0.182
H -2.4475 1.6393 1.5558  -0.032
H -0.9153 2.4351 1.3632  0.019
H -1.1078 0.9138 2.4216  -0.018

## Properties
Spin multiplicity ... 3
Orbital gap (alpha / beta) ... 6.76 / 5.50 eV
HOMO level (alpha / beta) ... -13.31 / -12.97 eV
DFT total energy ... -2145.79055 Ha
Total charge ... +2
LUMO level (alpha / beta) ... -6.552 / -7.472 eV

---

No. 5
This record from OMol25 describes a structure of composition C4H9N3. The level of theory is the ωB97M-V functional and the def2-TZVPD basis.

Each line ends with the Löwdin charge.
Atoms and positions in Å:
C 1.1752 0.0266 -0.1569  -0.446
N 1.7621 1.1426 -0.7626  0.074
C -0.0481 -0.4509 -0.8522  -0.293
C 1.6123 -0.5099 0.9886  0.028
N -0.7551 -1.4706 -0.2222  -0.007
H 2.4570 1.6033 -0.1944  0.083
H 1.1134 1.8090 -1.1576  0.081
H -1.3757 -1.9352 -0.8776  0.083
H 0.0696 -0.5683 -1.9297  0.124
H 1.2036 -1.4395 1.3469  0.041
H 2.4389 -0.0788 1.5349  0.046
C -2.3702 0.5118 0.8110  -0.059
N -1.9512 1.2507 -0.0202  0.050
H -0.8705 0.6274 -0.6714  0.073
H -3.0475 0.4910 1.6467  0.078
H -1.4140 -1.0093 0.5168  0.045

## Properties
Orbital gap (alpha / beta) ... 8.26 / 8.26 eV
HOMO level (alpha / beta) ... -7.97 / -7.97 eV
DFT total energy ... -321.96098 Ha
Total charge ... 0
ΔE to the lowest compared entry with this formula, charge and spin ... 3.521 eV
LUMO level (alpha / beta) ... 0.290 / 0.291 eV

---

No. 6
This record from OMol25 describes a structure of composition C14H20AuF6N2OPS2. The level of theory is the ωB97M-V functional and the def2-TZVPD basis.

Each line ends with the Löwdin charge.
Atoms and positions in Å:
Au -0.7880 0.7599 -2.9765  0.416
C -3.1353 4.2240 -5.4887  -0.157
C -2.5345 3.0018 -4.7987  -0.811
S -2.5557 3.0092 -3.0971  0.571
C -1.9965 1.9956 -5.6131  -0.762
C -2.2925 2.0304 -7.0853  -0.171
S -0.8831 0.7254 -5.2145  0.506
H -3.0408 5.0480 -4.8255  0.036
H -4.2070 4.1679 -5.7325  0.083
H -2.6910 4.4251 -6.4636  0.063
H -2.5551 0.9876 -7.4433  0.090
H -1.4001 2.1720 -7.6613  0.065
H -3.0757 2.6166 -7.4626  0.044
C 4.9639 -1.1295 2.8012  -0.087
C 3.8582 -0.3910 3.4718  -0.185
N 2.4945 -0.5787 2.8407  -0.050
C 1.5085 -1.3512 3.5461  -0.224
C 1.8826 -2.8365 3.6459  -0.070
C 2.3547 0.1139 1.6850  -0.410
O 3.2910 0.6826 1.1794  0.065
C 0.9255 0.3481 1.0944  -0.064
C -0.1148 0.8572 1.8370  -0.019
C -1.3601 1.0544 1.2789  -0.030
C -1.5227 0.9113 -0.0917  -0.152
N -0.5288 0.5213 -0.8516  -0.104
C 0.6223 0.1875 -0.2878  -0.065
H 5.8121 -1.2138 3.4665  0.069
H 5.3092 -0.6954 1.8419  0.085
H 4.6697 -2.1072 2.5315  0.055
H 4.0012 0.7084 3.5257  0.127
H 3.6532 -0.7325 4.4926  0.112
H 0.6095 -1.4581 2.9429  0.078
H 1.2139 -0.9707 4.5229  0.125
H 2.3506 -3.2383 2.7520  0.077
H 1.0011 -3.4559 3.8347  0.076
H 2.6085 -2.9484 4.4457  0.058
H -0.0052 0.9340 2.8822  0.110
H -2.0983 1.3496 1.9455  0.095
H -2.5451 0.9615 -0.5294  0.121
H 1.3652 -0.2986 -0.9417  0.127
F -0.6684 -2.5819 1.4377  -0.180
P -2.1626 -2.9432 2.0015  0.153
F -2.7527 -1.5295 1.4368  -0.184
F -3.6294 -3.2226 2.6044  -0.167
F -2.6030 -3.5651 0.5375  -0.186
F -1.6104 -4.3154 2.5930  -0.150
F -1.7389 -2.2299 3.3896  -0.178

## Properties
Spin multiplicity ... 2
Orbital gap (alpha / beta) ... 7.78 / 6.06 eV
HOMO level (alpha / beta) ... -5.11 / -5.28 eV
DFT total energy ... -2603.15198 Ha
Total charge ... -1
ΔE to the lowest compared entry with this formula, charge and spin ... 0.000 eV
LUMO level (alpha / beta) ... 2.673 / 0.784 eV

---

Please write out number 5 again, unchanged.
This record from OMol25 describes a structure of composition C4H9N3. The level of theory is the ωB97M-V functional and the def2-TZVPD basis.

Each line ends with the Löwdin charge.
Atoms and positions in Å:
C 1.1752 0.0266 -0.1569  -0.446
N 1.7621 1.1426 -0.7626  0.074
C -0.0481 -0.4509 -0.8522  -0.293
C 1.6123 -0.5099 0.9886  0.028
N -0.7551 -1.4706 -0.2222  -0.007
H 2.4570 1.6033 -0.1944  0.083
H 1.1134 1.8090 -1.1576  0.081
H -1.3757 -1.9352 -0.8776  0.083
H 0.0696 -0.5683 -1.9297  0.124
H 1.2036 -1.4395 1.3469  0.041
H 2.4389 -0.0788 1.5349  0.046
C -2.3702 0.5118 0.8110  -0.059
N -1.9512 1.2507 -0.0202  0.050
H -0.8705 0.6274 -0.6714  0.073
H -3.0475 0.4910 1.6467  0.078
H -1.4140 -1.0093 0.5168  0.045

## Properties
Orbital gap (alpha / beta) ... 8.26 / 8.26 eV
HOMO level (alpha / beta) ... -7.97 / -7.97 eV
DFT total energy ... -321.96098 Ha
Total charge ... 0
ΔE to the lowest compared entry with this formula, charge and spin ... 3.521 eV
LUMO level (alpha / beta) ... 0.290 / 0.291 eV

---

Repeat the second record exactly.
This record from OMol25 describes a structure of composition C24H10N6O6Os. The level of theory is the ωB97M-V functional and the def2-TZVPD basis.

Each line ends with the Löwdin charge.
Atoms and positions in Å:
Os 0.2342 -0.1157 -0.0884  1.668
N 7.3479 7.2943 0.2511  0.166
C 6.5287 6.4905 0.2025  -0.176
C 5.5039 5.4784 0.1428  -0.222
C 5.2346 4.6996 1.2643  -0.006
C 4.2676 3.7108 1.1954  -0.002
C 3.5615 3.5053 0.0149  -0.199
C 3.8250 4.2949 -1.0995  -0.006
C 4.7981 5.2773 -1.0405  -0.007
C 2.5490 2.4138 -0.0753  -0.035
C 3.0317 1.1201 -0.2238  -0.234
C 4.3842 0.7101 -0.3208  0.015
C 4.3857 -0.6225 -0.6682  -0.037
C 3.0396 -1.0042 -0.7791  -0.119
N 2.2228 0.0155 -0.4937  -0.121
C 1.2046 2.7973 -0.1017  -0.237
C 0.6943 4.1103 -0.0189  0.009
C -0.6814 4.0245 -0.1156  -0.042
C -0.9821 2.6653 -0.2497  -0.110
N 0.1320 1.9176 -0.2333  -0.128
H 5.7823 4.8702 2.1809  0.125
H 4.0582 3.0940 2.0603  0.133
H 3.2785 4.1254 -2.0185  0.132
H 5.0149 5.8888 -1.9055  0.125
H 5.2398 1.3457 -0.1577  0.122
H 5.2366 -1.2638 -0.8256  0.108
H 2.6471 -1.9560 -1.1018  0.107
H 1.2900 5.0011 0.0996  0.121
H -1.3957 4.8306 -0.0922  0.106
H -1.9514 2.2063 -0.3700  0.117
O -4.0329 0.1333 4.4396  0.196
C -3.2170 0.0666 3.5761  -0.217
C -1.6782 0.1162 3.7693  -0.240
O -1.0877 0.1917 4.8053  0.175
C -1.1053 0.0399 2.3833  -0.264
C -2.1458 -0.1090 1.4277  -0.289
O -1.8306 -0.2211 0.2164  -0.101
C -3.4938 -0.0684 2.0590  -0.248
O -4.5620 -0.1028 1.5204  0.170
O 0.1020 0.0994 2.0294  -0.020
O 0.2303 -2.0901 0.1083  -0.341
N 1.1042 -2.6806 0.9278  0.031
C 1.3294 -3.9048 0.6021  -0.296
C 0.7588 -4.5175 -0.5721  -0.156
N 0.3119 -4.9730 -1.5262  0.197
C 2.2440 -4.6592 1.4165  -0.153
N 2.9890 -5.2770 2.0334  0.183

## Properties
Orbital gap (alpha / beta) ... 5.12 / 5.34 eV
HOMO level (alpha / beta) ... -8.96 / -9.02 eV
DFT total energy ... -1791.03057 Ha
Total charge ... 0
ΔE to the lowest compared entry with this formula, charge and spin ... 0.000 eV
LUMO level (alpha / beta) ... -3.835 / -3.682 eV

---

> Which formula does entry 5 have?

C4H9N3